Molecular formula: C4H12N3
Method: DFT, the ωB97M-V functional and the def2-TZVPD basis

Energy above the lowest of the compared OMol25 structures with the same formula, charge and spin ... 2.361 eV
Electronic energy ... -8805.3728 eV
Total charge ... +1
LUMO level ... -3.36 eV
Gap between HOMO and LUMO ... 9.44 eV

Bonds (Å) are listed after each position.
Positions of all 19 atoms, in Å:
1 N -2.305 -1.948 0.291  C2 1.418, H8 1.023, H9 1.018
2 C -1.341 -1.078 0.859  N1 1.418, C3 1.332, H10 1.108
3 C -0.488 -0.390 0.102  C2 1.332, N4 1.474, C5 1.506
4 N -0.568 -0.754 -1.324  C3 1.474, H11 1.022, H12 1.029, H13 1.029
5 C 0.245 0.862 0.509  C3 1.506, C6 1.528, H14 1.097, H15 1.114
6 C 1.658 0.874 -0.073  C5 1.528, N7 1.429, H16 1.102, H17 1.138
7 N 2.467 1.978 0.338  C6 1.429, H18 1.011, H19 1.010
8 H -3.216 -1.517 0.466  N1 1.023
9 H -2.401 -2.854 0.745  N1 1.018
10 H -1.573 -0.642 1.851  C2 1.108
11 H 0.193 -1.345 -1.663  N4 1.022
12 H -1.493 -1.182 -1.469  N4 1.029
13 H -0.502 0.123 -1.858  N4 1.029
14 H 0.206 0.941 1.602  C5 1.097
15 H -0.426 1.670 0.138  C5 1.114
16 H 2.010 -0.025 0.458  C6 1.102
17 H 1.554 0.856 -1.207  C6 1.138
18 H 2.569 2.736 -0.324  N7 1.011
19 H 3.412 1.696 0.559  N7 1.010